Record 1
{
  "formula": "C3H4N4O",
  "method": "ωB97M-V/def2-TZVPD",
  "total_energy_ha": -410.722422,
  "e_homo_ev": -8.9,
  "orbital_gap_ev": 8.4,
  "symbols": ["C", "C", "C", "H", "H", "H", "H", "N", "N", "N", "N", "O"],
  "coordinates": [[0.523, 1.454, -1.080], [-0.892, 1.475, -0.279], [-0.861, -0.691, 0.438], [2.378, -1.214, 0.574], [1.201, 2.030, -1.522], [-1.482, 2.634, 0.070], [-0.684, -2.513, 0.849], [0.424, -0.581, 0.059], [1.051, 0.380, -0.693], [-1.416, 0.582, 0.385], [-1.421, -1.837, 0.917], [1.179, -1.719, 0.282]],
  "forces_ev_per_a": [[-6.276, -3.565, 4.812], [0.143, 7.724, -0.890], [-2.222, -3.606, 1.655], [-5.293, -2.210, -1.289], [1.656, 3.335, -2.060], [2.082, -3.189, -1.846], [0.331, -0.674, 0.008], [2.786, 0.470, -1.262], [1.500, -3.643, 0.832], [-1.282, -2.276, 0.767], [1.039, 5.014, -1.654], [5.535, 2.620, 0.927]]
}


Record 2
{
  "formula": "C3H4N4O",
  "method": "ωB97M-V/def2-TZVPD",
  "total_energy_ha": -410.831563,
  "e_homo_ev": -9.0,
  "orbital_gap_ev": 9.1,
  "smiles": "ONc1ccnnn1",
  "symbols": ["O", "N", "C", "C", "C", "N", "N", "N", "H", "H", "H", "H"],
  "coordinates": [[-2.661, -0.398, 0.011], [-1.711, 0.598, -0.097], [-0.391, 0.401, 0.043], [0.636, 1.331, 0.089], [1.803, 0.780, -0.112], [2.165, -0.539, -0.001], [1.113, -1.408, 0.097], [-0.147, -0.951, -0.081], [-2.108, -1.214, 0.083], [-2.071, 1.625, 0.185], [0.507, 2.398, 0.221], [2.732, 1.408, -0.116]],
  "forces_ev_per_a": [[0.457, -0.365, 0.219], [-0.949, 5.456, 0.922], [-1.262, -3.269, -1.100], [-2.753, 1.250, 0.179], [5.625, -0.888, 0.864], [-3.350, -0.997, -0.074], [0.318, 2.302, -1.125], [2.482, 0.277, 1.460], [-0.109, 0.361, -0.062], [0.682, -3.610, -0.831], [-0.123, -0.090, -0.127], [-1.019, -0.426, -0.327]]
}


Record 3
{
  "formula": "C3H4N4O",
  "method": "ωB97M-V/def2-TZVPD",
  "total_energy_ha": -410.868789,
  "e_homo_ev": [-8.6, -8.6],
  "orbital_gap_ev": [7.9, 7.9],
  "smiles": "Nc1cn[nH]c1N=O",
  "symbols": ["N", "C", "C", "N", "N", "C", "N", "O", "H", "H", "H", "H"],
  "coordinates": [[-1.242, -1.488, 0.101], [-0.616, -0.291, 0.106], [-1.213, 0.972, -0.010], [-0.303, 1.923, -0.035], [0.885, 1.338, 0.147], [0.865, -0.002, 0.163], [1.771, -0.988, -0.015], [2.956, -0.706, -0.010], [-1.955, -1.750, -0.523], [-0.603, -2.217, 0.252], [-2.275, 1.361, -0.061], [1.731, 1.849, -0.116]],
  "forces_ev_per_a": [[0.668, -0.127, 1.115], [2.133, 0.967, -0.600], [-1.343, 0.795, 0.055], [1.380, 0.148, 0.338], [1.420, 1.962, -0.852], [-5.328, -1.389, -0.180], [0.050, -0.699, 0.336], [0.408, 0.487, -0.133], [-0.921, 0.357, -0.733], [0.777, -1.257, 0.150], [1.377, -1.180, 0.016], [-0.622, -0.064, 0.490]]
}


Record 4
{
  "formula": "C3H4N4O",
  "method": "ωB97M-V/def2-TZVPD",
  "total_energy_ha": -410.827071,
  "e_homo_ev": -8.7,
  "orbital_gap_ev": 8.7,
  "smiles": "[H]/N=C/n1nncc1O",
  "symbols": ["H", "N", "C", "N", "N", "N", "C", "C", "O", "H", "H", "H"],
  "coordinates": [[-3.512, -0.075, 0.378], [-2.671, -0.418, -0.154], [-1.752, 0.359, 0.192], [-0.406, -0.125, -0.119], [0.152, -1.338, -0.156], [1.419, -1.455, 0.089], [1.960, -0.255, 0.081], [0.753, 0.601, 0.064], [0.895, 1.957, -0.149], [-1.867, 1.325, 1.046], [2.971, -0.033, 0.404], [0.022, 2.249, -0.283]],
  "forces_ev_per_a": [[0.507, -0.543, -1.153], [-1.457, 1.248, 1.284], [0.838, -0.237, 2.080], [5.246, 3.631, 0.775], [-3.114, -6.356, 0.940], [-1.781, -0.375, -1.650], [-3.597, 3.490, 1.459], [3.969, 1.934, -1.077], [0.439, -1.583, 0.943], [0.875, -2.750, -2.804], [-0.257, 0.165, -0.378], [-1.670, 1.376, -0.418]]
}


Record 5
{
  "formula": "C3H4N4O",
  "method": "ωB97M-V/def2-TZVPD",
  "total_energy_ha": -410.776794,
  "e_homo_ev": -8.7,
  "orbital_gap_ev": 9.3,
  "smiles": "c1nncocn[nH]1",
  "symbols": ["C", "N", "N", "C", "O", "C", "N", "N", "H", "H", "H", "H"],
  "coordinates": [[1.312, -1.045, 0.305], [0.113, -1.644, 0.275], [-0.888, -1.212, -0.583], [-1.798, -0.267, -0.196], [-1.299, 0.739, 0.606], [-0.176, 1.623, -0.020], [1.014, 1.382, -0.193], [1.635, 0.133, -0.307], [2.103, -1.230, 0.961], [-2.964, -0.207, -0.415], [-0.630, 2.733, -0.094], [2.739, 0.319, -0.185]],
  "forces_ev_per_a": [[-5.549, -0.558, 0.065], [3.727, 2.425, -0.136], [-4.436, 1.286, 1.123], [3.576, -1.762, -0.668], [0.668, 1.085, -1.164], [-4.081, 1.616, 1.825], [0.895, -1.389, -1.288], [3.910, 2.878, -0.419], [0.664, -2.038, 1.079], [2.986, -0.304, -0.131], [1.278, -2.883, 0.315], [-3.638, -0.357, -0.602]]
}


Record 6
{
  "formula": "C3H4N4O",
  "method": "ωB97M-V/def2-TZVPD",
  "total_energy_ha": -410.717665,
  "spin_multiplicity": 3,
  "e_homo_ev": [-6.2, -8.9],
  "s_squared": 2.008,
  "orbital_gap_ev": [6.9, 7.6],
  "symbols": ["C", "C", "C", "N", "N", "N", "N", "O", "H", "H", "H", "H"],
  "coordinates": [[-1.505, 1.258, -0.080], [-0.696, 0.179, -0.335], [-1.207, -0.327, -1.564], [-2.211, 0.396, -1.966], [0.339, -0.326, 0.427], [1.686, -1.166, -1.339], [1.551, -0.881, -0.224], [-2.413, 1.371, -1.058], [-1.548, 1.963, 0.724], [0.532, 0.175, 1.286], [-0.857, -1.163, -2.132], [2.213, -1.012, 0.577]],
  "forces_ev_per_a": [[0.826, -0.762, -0.059], [-0.253, 0.823, -0.332], [-0.109, 0.444, 0.462], [-0.112, -0.585, -0.925], [-0.417, -0.940, 0.049], [0.951, -2.741, -10.732], [-0.789, 3.798, 13.034], [-0.222, 0.282, 0.428], [-0.039, 0.196, 0.108], [0.503, -0.011, -0.454], [0.033, -0.188, -0.223], [-0.373, -0.315, -1.355]]
}


Record 7
{
  "formula": "C3H4N4S",
  "method": "ωB97M-V/def2-TZVPD",
  "total_energy_ha": -733.869219,
  "e_homo_ev": -9.1,
  "orbital_gap_ev": 8.9,
  "smiles": "[H]/N=C(\\N)S/N=C\\C#N",
  "symbols": ["H", "N", "C", "N", "S", "N", "C", "C", "N", "H", "H", "H"],
  "coordinates": [[-1.035, -0.355, 1.820], [-0.648, -0.261, 0.891], [0.224, 0.651, 0.743], [0.841, 1.470, 1.671], [0.834, 0.988, -0.947], [-0.452, 0.384, -1.932], [-0.789, -0.845, -1.880], [-0.027, -1.883, -1.231], [0.563, -2.653, -0.605], [1.458, 2.219, 1.404], [0.630, 1.365, 2.634], [-1.599, -1.079, -2.567]],
  "forces_ev_per_a": [[0.109, 0.083, 0.296], [0.320, 0.871, -0.126], [-0.071, -0.258, -0.114], [-0.188, -0.410, -1.084], [-0.366, -0.206, 0.292], [0.096, 0.162, 0.554], [0.661, 0.746, -0.835], [0.049, -0.622, 1.131], [-0.321, 0.365, -0.885], [-0.167, -0.097, -0.101], [-0.114, -0.134, 0.550], [-0.007, -0.499, 0.321]]
}


Record 8
{
  "formula": "C3H4NO",
  "method": "ωB97M-V/def2-TZVPD",
  "total_energy_ha": -246.267304,
  "total_charge": 1,
  "e_homo_ev": -17.1,
  "orbital_gap_ev": 10.8,
  "symbols": ["C", "C", "C", "N", "O", "H", "H", "H", "H"],
  "coordinates": [[0.657, 0.372, -0.030], [-0.642, 1.030, 0.041], [0.263, -1.080, -0.126], [-1.071, -1.088, -0.100], [-1.581, 0.133, -0.028], [1.615, 0.848, -0.120], [-0.800, 2.004, -0.060], [0.724, -1.961, -0.473], [0.835, -0.257, 0.898]],
  "forces_ev_per_a": [[-1.411, -0.076, -0.071], [2.885, -5.152, -0.264], [-3.755, 2.632, -2.055], [1.388, -3.048, 0.149], [0.891, 2.046, 0.280], [0.196, 0.169, -0.560], [-1.271, 4.049, 0.084], [1.090, -0.900, 0.438], [-0.012, 0.279, 1.999]]
}


Record 9
{
  "formula": "C3H4NO",
  "method": "ωB97M-V/def2-TZVPD",
  "total_energy_ha": -246.318769,
  "total_charge": 1,
  "e_homo_ev": -17.6,
  "orbital_gap_ev": 11.2,
  "smiles": "CC#[N+]C=O",
  "symbols": ["C", "C", "N", "C", "O", "H", "H", "H", "H"],
  "coordinates": [[-1.263, -0.224, -0.472], [-0.055, -0.789, -0.386], [1.073, -0.822, -0.095], [1.564, 0.481, 0.442], [0.807, 1.121, 1.074], [-1.804, -0.907, 0.211], [-1.813, 0.212, -1.302], [-1.169, 0.541, 0.293], [2.658, 0.386, 0.236]],
  "forces_ev_per_a": [[-3.873, -0.291, 1.200], [2.957, 0.361, -1.164], [-0.951, -1.942, -0.676], [1.432, -0.036, 1.547], [1.302, 0.365, -0.570], [-1.107, -0.065, -0.611], [0.356, -0.740, -0.468], [0.535, 0.946, 0.415], [-0.649, 1.402, 0.326]]
}


Record 10
{
  "formula": "C3H4NO2",
  "method": "ωB97M-V/def2-TZVPD",
  "total_energy_ha": -321.588185,
  "total_charge": 1,
  "e_homo_ev": -16.6,
  "orbital_gap_ev": 9.6,
  "smiles": "O=C1[NH+]=CCO1",
  "symbols": ["O", "C", "N", "C", "C", "O", "H", "H", "H", "H"],
  "coordinates": [[2.223, -1.223, 0.725], [1.184, -0.651, 0.495], [0.581, -0.406, -0.857], [-0.351, 0.441, -0.766], [-0.917, 0.486, 0.554], [0.340, -0.148, 1.391], [0.741, -0.960, -1.666], [-0.980, 0.797, -1.554], [-1.720, -0.124, 1.006], [-1.101, 1.787, 0.672]],
  "forces_ev_per_a": [[-2.714, 1.522, -1.333], [2.121, -1.969, 1.683], [0.991, 0.228, 1.014], [-3.092, -2.267, -0.310], [2.776, 4.103, 3.554], [-2.079, 1.654, -2.044], [1.223, -0.103, -1.141], [0.262, 0.284, -0.962], [-0.095, 0.427, -1.192], [0.607, -3.878, 0.732]]
}


The energy relative to the best compared isomer or geometry (same formula, charge and spin) results, record by record, are as follows: 7.643 4.673 3.660 4.795 6.163 2.213 1.036 3.396 1.995 2.128 eV.